# 1
{
  "formula": "C6H14NO",
  "method": "the ωB97M-V functional and the def2-TZVPD basis",
  "total_charge": -1,
  "homo_lumo_gap_ev": 6.9,
  "symbols": ["H", "N", "C", "C", "H", "H", "H", "O", "H", "H", "H", "H", "H", "H", "H", "C", "H", "C", "C", "H", "H", "C"],
  "positions_angstrom": [[1.91844, -3.18073, 0.75306], [-0.89469, 0.28908, -0.74337], [-0.39621, 1.10063, -1.83438], [-1.47218, 2.09850, -2.31652], [1.02089, -1.66440, -1.09606], [-1.00162, 2.67284, -3.12218], [1.25376, -2.11072, 1.87499], [0.59206, 0.04405, 2.55960], [-0.47694, 1.66411, 0.49490], [-2.40463, 1.62378, -2.61613], [0.45519, 1.77004, -1.67442], [-1.21760, -0.50520, 1.72444], [-0.71664, 1.25900, 1.52410], [-0.33663, -2.20118, -0.12504], [2.48578, -1.45765, 1.00047], [-0.30348, 0.13235, 1.63531], [-0.04440, 0.45862, -2.68822], [0.15656, -0.13811, 0.12790], [0.58215, -1.58139, -0.08592], [-1.68813, 2.72500, -1.45135], [1.06149, 0.48625, -0.00425], [1.63237, -2.12733, 0.85189]],
  "atomic_forces_ev_per_a": [[0.182, 0.226, -0.784], [1.449, 2.293, 0.773], [-0.919, -0.394, -1.088], [0.759, -0.576, 0.147], [-0.376, 0.218, -0.014], [-0.505, 0.197, -0.083], [-0.323, 0.075, 0.106], [-0.839, 0.104, -0.026], [-2.230, -1.130, 0.041], [0.041, -0.073, -0.210], [0.486, -0.218, 0.720], [-0.610, 0.556, 0.429], [0.114, 1.461, -1.241], [0.367, 0.084, 0.228], [0.174, -0.212, -0.655], [2.693, -2.508, -0.098], [-0.400, 0.212, 0.105], [0.279, 0.312, 0.508], [-0.136, -0.788, -0.954], [-0.066, 0.258, -0.091], [0.100, -0.055, 0.156], [-0.241, -0.042, 2.033]]
}



# 2
{
  "formula": "C5H8N2",
  "method": "the ωB97M-V functional and the def2-TZVPD basis",
  "homo_lumo_gap_ev": 9.0,
  "symbols": ["C", "N", "H", "C", "H", "H", "C", "C", "H", "H", "H", "H", "N", "C", "H"],
  "positions_angstrom": [[1.41231, -1.28865, -0.04962], [2.48671, -1.25732, 0.84453], [-1.40897, 2.20173, -0.78338], [-0.49779, 1.59204, -0.68012], [-2.76521, -0.21286, -0.64719], [2.91804, -2.16199, 0.96708], [-2.12780, -0.16104, 0.24536], [0.30897, -0.58225, -0.01381], [1.54937, -1.96508, -0.89022], [2.27419, -0.82737, 1.73471], [0.62004, 2.98724, -1.28732], [-2.57595, 0.56997, 0.92799], [0.66628, 2.02442, -0.95573], [-0.71863, 0.22437, -0.13649], [-2.14157, -1.14320, 0.72422]],
  "atomic_forces_ev_per_a": [[-0.329, 0.076, -0.170], [-0.100, -0.144, 0.216], [0.149, -0.060, -0.043], [0.206, 0.038, -0.009], [0.097, 0.046, 0.135], [0.015, 0.067, 0.066], [-0.067, -0.011, 0.063], [0.211, -0.190, -0.023], [0.074, 0.159, -0.035], [0.037, -0.008, -0.099], [-0.021, -0.064, -0.028], [0.046, -0.081, -0.075], [-0.418, 0.093, 0.030], [0.095, -0.096, 0.033], [0.004, 0.175, -0.061]]
}



no.,strongest force on any atom (eV/A)
1,3.68
2,0.43